1.
Molecular formula: C37H40BrGe2O2Tl
Method: DFT, wB97M-V/def2-TZVPD

The geometry in XYZ format:
```
83
Properties=species:S:1:pos:R:3
Tl 0.16 0.49 0.03
C -2.97 -1.33 -2.08
C -2.67 -0.87 -0.68
C -2.13 -1.76 0.25
C -1.93 -1.38 1.58
C -1.48 -2.40 2.59
C -2.21 -0.06 1.95
C -2.73 0.85 1.03
C -3.10 2.24 1.47
C -2.96 0.43 -0.27
H -4.00 -1.69 -2.13
H -2.32 -2.15 -2.38
H -2.87 -0.51 -2.80
H -1.91 -2.78 -0.05
H -2.30 -3.10 2.78
H -1.21 -1.93 3.54
H -0.63 -2.97 2.23
H -2.07 0.24 2.98
H -4.11 2.25 1.87
H -3.07 2.95 0.64
H -2.43 2.60 2.26
H -3.39 1.12 -0.99
C 0.36 4.32 -3.00
Ge -0.07 2.63 -3.93
C -1.99 2.22 -3.75
C 0.55 2.70 -5.80
Ge 1.07 0.60 -2.89
C 0.37 -1.11 -3.52
C -0.39 -1.08 -4.69
C -0.84 -2.27 -5.25
C -0.55 -3.48 -4.64
C 0.19 -3.51 -3.47
C 0.66 -2.33 -2.91
C 2.95 0.59 -2.39
C 3.67 1.75 -2.72
C 5.04 1.80 -2.49
C 5.68 0.71 -1.91
C 4.96 -0.43 -1.56
C 3.60 -0.49 -1.80
H -0.09 5.12 -3.59
H 1.43 4.50 -2.95
H -0.06 4.35 -2.00
H -2.58 3.07 -4.11
H -2.24 2.04 -2.71
H -2.26 1.35 -4.34
H 0.10 3.57 -6.28
H 0.26 1.81 -6.35
H 1.63 2.80 -5.85
H -0.62 -0.14 -5.16
H -1.42 -2.24 -6.17
H -0.91 -4.40 -5.08
H 0.42 -4.46 -3.00
H 1.22 -2.36 -1.98
H 3.16 2.60 -3.16
H 5.60 2.68 -2.77
H 6.74 0.76 -1.72
H 5.45 -1.26 -1.08
H 3.06 -1.37 -1.48
Br 2.15 -1.30 7.28
C 2.27 -1.48 5.39
C 3.43 -1.95 4.81
C 3.51 -2.05 3.43
C 2.44 -1.66 2.63
C 1.28 -1.20 3.24
C 1.18 -1.12 4.62
C 2.59 -1.76 1.11
O 3.53 -2.40 0.66
O 1.71 -1.15 0.39
H 4.27 -2.25 5.43
H 4.40 -2.43 2.96
H 0.43 -0.93 2.63
H 0.26 -0.78 5.09
C 3.56 4.20 1.49
C 2.94 4.08 0.25
C 1.99 3.08 0.05
C 1.70 2.25 1.10
C 2.28 2.33 2.34
C 3.23 3.34 2.53
H 4.29 4.97 1.64
H 3.18 4.75 -0.55
H 1.51 2.98 -0.92
H 2.04 1.65 3.15
H 3.71 3.43 3.50
```

E_HOMO (spin up / spin down) in Ha: -0.400 / -0.400
HOMO-LUMO gap (spin up / spin down) in eV: 6.19 / 5.43
DFT total energy in Ha: -8484.45206
Expectation value of S²: 0.770
Total charge: +1
Multiplicity: 2
LUMO (spin up / spin down) in eV: -4.69 / -5.45

---

2.
Molecular formula: C40H31BrInN4O7S2
Method: DFT, wB97M-V/def2-TZVPD

The geometry in XYZ format:
```
86
Properties=species:S:1:pos:R:3
In 0.07 -0.17 0.44
C -0.94 -7.89 2.66
C -1.24 -6.50 2.18
C -0.25 -5.73 1.57
C -0.50 -4.43 1.16
C -1.77 -3.90 1.36
C -2.78 -4.65 1.95
C -2.50 -5.94 2.36
S -2.08 -2.24 0.88
O -3.48 -1.97 1.03
O -1.47 -2.05 -0.44
N -1.16 -1.30 1.79
C -1.53 -0.72 3.00
C -2.35 -1.28 3.94
C -2.61 -0.62 5.16
C -2.05 0.59 5.44
C -1.21 1.21 4.49
C -0.60 2.47 4.69
C 0.19 3.02 3.71
C 0.36 2.32 2.51
N -0.21 1.15 2.29
C -0.97 0.57 3.26
H -0.12 -8.33 2.10
H -1.82 -8.54 2.55
H -0.67 -7.88 3.71
H 0.73 -6.15 1.42
H 0.26 -3.84 0.67
H -3.77 -4.21 2.07
H -3.29 -6.54 2.81
H -2.79 -2.25 3.76
H -3.25 -1.09 5.89
H -2.24 1.09 6.39
H -0.75 2.99 5.63
H 0.68 3.97 3.85
H 0.96 2.73 1.71
O 1.32 1.28 -0.62
S 2.85 1.26 -0.73
C 3.20 2.79 -1.56
C 2.27 3.36 -2.42
C 2.61 4.53 -3.07
C 3.85 5.12 -2.86
C 4.76 4.55 -1.99
C 4.44 3.37 -1.32
C 3.24 0.08 -2.00
C 4.42 -0.63 -1.85
C 4.76 -1.57 -2.82
C 3.91 -1.79 -3.89
C 2.72 -1.08 -4.01
C 2.38 -0.13 -3.06
H 1.31 2.89 -2.57
H 1.90 5.00 -3.74
H 4.10 6.04 -3.36
H 5.72 5.01 -1.81
H 5.13 2.91 -0.63
H 5.06 -0.46 -0.99
H 5.68 -2.13 -2.72
H 4.17 -2.53 -4.63
H 2.06 -1.27 -4.85
H 1.45 0.42 -3.14
O 2.09 -0.68 1.66
C 2.23 -1.61 0.84
O 1.42 -1.73 -0.15
C 3.34 -2.59 0.96
C 4.23 -2.50 2.02
C 5.27 -3.40 2.13
C 5.39 -4.38 1.16
C 4.51 -4.50 0.10
C 3.48 -3.59 0.00
N 6.51 -5.35 1.27
O 7.27 -5.22 2.20
O 6.58 -6.21 0.41
H 4.09 -1.71 2.75
H 5.98 -3.36 2.94
H 4.65 -5.29 -0.62
H 2.77 -3.64 -0.82
Br -4.86 3.10 -3.10
C -3.51 2.22 -2.14
C -3.06 2.74 -0.94
C -2.06 2.06 -0.27
N -1.53 0.92 -0.73
C -1.97 0.43 -1.89
C -2.96 1.05 -2.63
H -3.47 3.65 -0.53
H -1.68 2.43 0.67
H -1.55 -0.51 -2.21
H -3.30 0.61 -3.56
```

Relative energy (zero: lowest compared OMol25 entry of this formula, charge and spin) in eV: 0.249
E_HOMO in Ha: -0.387
HOMO-LUMO gap in eV: 7.82
DFT total energy in Ha: -5848.93869
Total charge: +1
LUMO in eV: -2.71